{
  "formula": "C2H2Cl3I",
  "method": "wB97M-V/def2-TZVPD",
  "total_energy_ha": -1755.541639,
  "e_homo_ha": [-0.320, -0.314],
  "e_above_lowest_ev": 3.2446,
  "elements": ["C", "C", "Cl", "Cl", "Cl", "I", "H", "H"],
  "xyz": [[0.237, -0.138, -0.233], [-1.636, -1.957, -0.289], [-2.257, -1.923, 1.307], [-0.773, -3.365, -0.748], [-2.834, -1.373, -1.378], [1.568, -1.183, -1.468], [0.023, 0.787, -0.573], [0.379, -0.426, 0.801]],
  "lowdin_charge": [-0.5185, -1.7062, 0.5482, 0.4974, 0.5433, 0.7361, -0.0736, -0.0267]
}